(1)
DFT (ωB97M-V with the def2-TZVPD basis set) results for a structure of composition C22H37HgO2Si in a non-equilibrium geometry.

The value obtained for the molecular weight is 562.21 u. The value obtained for the HOMO energy (spin up / spin down) is -2.7 / -2.4 eV. As for the total charge: -1.

```
63
Properties=species:S:1:pos:R:3:forces:R:3
Hg -1.981 1.121 -1.338 -0.58 0.26 1.33
Si -3.532 0.028 2.241 0.41 0.53 -0.04
O -1.088 0.591 -3.550 0.35 -0.70 -1.93
O 2.073 -1.481 0.156 0.43 -0.53 -1.44
C 1.757 2.215 1.794 -0.70 0.51 0.20
C 2.116 -0.604 4.279 1.13 -0.06 -0.69
C 1.093 0.782 -4.633 0.17 0.14 -0.15
C -0.397 1.042 -4.751 0.56 0.55 -0.36
C 0.897 -1.325 4.067 -0.34 -2.26 -1.77
C 2.613 -1.450 -2.204 0.25 -0.24 0.64
C 0.807 3.220 3.642 -0.16 -0.17 -0.86
C -1.860 -0.342 -4.361 -0.38 -0.23 0.63
C 3.120 -1.176 3.447 -0.45 -0.72 -0.19
C -0.114 3.330 2.556 0.85 -0.10 0.21
C -1.156 0.046 -5.657 0.03 0.07 0.63
C -2.228 0.903 3.267 -0.17 -0.05 -0.03
C 1.964 2.540 3.164 -0.56 0.01 -0.20
C -5.225 0.102 3.085 -0.29 -0.13 -0.08
C -3.041 -1.747 1.850 -0.12 -0.30 -0.19
C -0.691 2.511 -5.006 0.22 0.24 -0.05
C 0.478 2.723 1.411 0.51 -0.15 0.70
C 1.738 -2.689 -1.931 -0.32 0.51 0.16
C 2.432 -0.612 -0.932 -0.86 0.73 0.13
C 1.155 -2.350 3.105 -1.38 1.69 1.95
C 1.581 -2.717 -0.399 -0.07 0.11 0.57
C 2.532 -2.263 2.735 1.26 1.47 1.03
H 1.632 1.253 -5.466 -0.10 -0.04 0.13
H 0.532 -2.823 -0.073 0.30 -0.06 -0.25
H -3.672 -2.436 2.437 0.22 0.03 -0.24
H 2.149 -3.558 0.032 -0.09 0.27 0.01
H -1.217 0.680 2.889 -0.29 0.26 0.15
H 3.322 -0.024 -0.659 -0.28 -0.30 0.03
H -2.926 -0.086 -4.315 0.16 -0.21 0.04
H 0.028 2.649 0.422 0.07 -0.01 0.17
H 2.860 2.329 3.743 -0.12 0.01 -0.11
H -2.304 0.569 4.316 0.08 0.12 -0.17
H 2.451 1.678 1.156 -0.05 0.05 0.06
H 4.153 -0.839 3.355 -0.43 -0.10 0.05
H 0.658 3.584 4.656 -0.01 -0.02 -0.15
H 1.478 1.195 -3.694 -0.08 -0.05 -0.14
H 0.427 -3.052 2.703 0.18 0.18 0.17
H -2.383 1.994 3.225 0.21 -0.51 0.11
H 2.321 -0.897 -3.099 0.13 -0.20 0.26
H -0.392 3.118 -4.139 -0.07 -0.21 -0.23
H -6.017 0.199 2.320 0.22 -0.08 0.47
H 2.245 0.244 4.950 -0.07 -0.31 -0.26
H -1.820 0.494 -6.391 0.17 -0.02 -0.18
H 1.316 -0.287 -4.673 -0.14 0.11 0.09
H 1.588 0.100 -1.068 0.44 -0.19 0.04
H 0.746 -2.556 -2.379 0.20 -0.12 -0.10
H -3.198 -1.937 0.773 0.07 -0.12 0.46
H -0.054 -1.133 4.552 0.19 0.03 -0.15
H -5.389 -0.832 3.651 -0.09 0.29 -0.10
H -1.688 -1.368 -4.020 -0.20 0.11 -0.05
H -1.753 2.689 -5.199 0.07 -0.10 0.10
H -1.983 -1.936 2.087 -0.29 0.12 -0.07
H 3.663 -1.739 -2.291 -0.03 -0.04 -0.11
H -0.122 2.859 -5.882 -0.18 -0.09 0.22
H -0.536 -0.754 -6.068 -0.11 0.24 -0.15
H -5.294 0.955 3.779 0.03 -0.27 -0.28
H 3.046 -2.910 2.038 -0.05 0.11 0.08
H -1.104 3.787 2.598 0.27 -0.06 -0.03
H 2.196 -3.607 -2.301 -0.15 0.03 -0.07
```
Forces are in eV/Å.

(2)
DFT (ωB97M-V with the def2-TZVPD basis set) results for a structure of composition C22H37N2PPtSi in a non-equilibrium geometry.

As for the energy above the lowest of the compared OMol25 structures with the same formula, charge and spin: 6.17 kcal/mol. Its spin multiplicity is 5. The value obtained for the molecular weight is 583.69 u. The value obtained for the HOMO energy (spin up / spin down) is -12.0 / -14.4 eV. As for the total charge: +2.

```
64
Properties=species:S:1:pos:R:3:forces:R:3
Pt 0.601 0.574 -0.156 0.39 -2.46 -1.14
P 1.262 2.625 -1.084 0.60 1.26 -2.50
Si -2.120 -0.335 1.789 -1.77 -0.18 0.17
N 1.401 -1.388 -1.184 0.29 0.77 -0.06
N -0.409 -0.677 1.269 1.30 -0.26 2.43
C 1.813 4.081 -0.127 0.03 -0.32 0.13
C 2.465 2.454 -2.428 0.39 0.48 -0.36
C -3.286 -0.047 0.352 0.30 0.02 -0.05
C -0.978 1.824 -2.435 0.10 0.34 -0.19
C -2.677 -1.831 2.779 0.25 -0.12 -0.05
C 0.526 -2.553 2.586 0.15 -0.37 1.22
C -2.077 -0.491 -3.496 0.41 -0.38 0.58
C -1.218 -0.589 -2.382 -0.33 -0.32 -0.16
C 0.400 -1.150 2.315 -0.41 -0.21 -0.98
C 1.110 -0.261 3.161 0.91 0.45 1.35
C -0.302 3.070 -1.897 0.03 0.73 0.11
C 2.547 -1.831 -0.352 -0.17 0.39 0.08
C -1.829 1.900 -3.541 0.27 -0.02 0.22
C 1.782 -0.716 4.318 -0.90 0.36 -1.72
C -0.689 0.590 -1.842 -0.40 0.04 -0.23
C -2.375 0.732 -4.069 -0.14 0.41 -0.06
C 1.906 -1.062 -2.544 -0.21 -0.01 0.26
C 1.225 -3.008 3.723 -0.86 0.36 -1.82
C -1.026 -1.965 -1.753 -0.45 -0.41 -0.17
C 0.339 -2.404 -1.201 0.63 -0.68 0.06
C -2.132 1.180 2.888 0.49 0.15 0.04
C 1.831 -2.089 4.584 0.13 0.16 0.14
H -1.326 -2.736 -2.501 -0.04 0.61 0.62
H 2.191 -2.055 0.656 0.15 -0.14 -0.18
H 0.735 -3.289 -1.753 -0.27 0.55 0.14
H -1.718 -2.034 -0.889 0.10 -0.01 -0.59
H 2.725 -0.355 -2.457 0.04 0.09 0.04
H 1.072 0.805 2.935 -0.03 -0.30 0.22
H -4.228 0.338 0.783 0.33 -0.24 -0.15
H 0.810 1.900 0.981 0.65 0.30 1.65
H 2.261 0.001 4.969 0.00 -0.02 0.03
H 2.768 3.834 0.357 -0.15 0.18 -0.18
H -3.496 -0.972 -0.203 -0.08 0.30 0.16
H 3.266 -1.012 -0.289 -0.02 -0.12 -0.04
H -2.046 2.872 -3.985 0.04 -0.26 0.05
H -2.597 -2.761 2.199 -0.10 0.19 0.10
H 1.937 4.955 -0.784 -0.06 -0.33 0.18
H 1.303 -4.076 3.894 -0.03 0.16 0.07
H 2.273 -1.951 -3.042 0.12 -0.39 -0.01
H -3.163 1.343 3.237 0.24 -0.16 -0.13
H 3.048 -2.701 -0.790 -0.18 -0.02 0.04
H 0.235 -2.746 -0.158 -0.05 0.18 -0.48
H 1.677 1.704 0.870 -1.14 -0.09 1.08
H -0.894 3.583 -1.108 0.06 -0.17 -0.59
H -2.527 -1.401 -3.887 0.11 0.16 -0.01
H 1.113 -0.637 -3.142 -0.07 0.07 -0.10
H 0.019 -3.241 1.919 0.09 -0.09 0.16
H -1.490 1.068 3.773 -0.19 0.02 -0.17
H 2.665 3.474 -2.799 0.04 -0.37 -0.06
H -2.107 -1.975 3.708 -0.14 0.11 -0.20
H -3.734 -1.701 3.056 0.25 0.00 -0.11
H -0.048 3.803 -2.699 -0.44 -0.38 0.52
H 3.407 2.040 -2.048 -0.19 0.09 -0.09
H -2.917 0.705 -0.358 -0.12 -0.16 0.15
H 1.095 4.313 0.664 0.02 0.04 -0.12
H -3.041 0.789 -4.930 0.18 -0.05 0.24
H -1.823 2.089 2.356 -0.06 -0.13 0.06
H 2.105 1.837 -3.263 -0.05 0.18 0.38
H 2.363 -2.447 5.457 -0.04 0.02 -0.01
```
Forces are in eV/Å.

(3)
DFT (ωB97M-V with the def2-TZVPD basis set) results for an isolated molecule of C22H37N5O5.

As for the energy above the lowest of the compared OMol25 structures with the same formula, charge and spin: 0.00 kcal/mol. Its SMILES is CC(C)C[C@H](NC(=O)[C@@H](CC(C)C)NC(=O)[C@H]1CCC(=O)N1)C(=O)N1CCC[C@H]1C(N)=O. The value obtained for the molecular weight is 451.57 u. The value obtained for the HOMO energy is -9.2 eV. As for the total charge: 0.

```
69
Properties=species:S:1:pos:R:3:forces:R:3
O -0.230 2.274 -3.302 0.22 0.05 -0.37
O 1.360 0.730 -0.523 -0.24 0.29 -0.05
O 1.408 -0.723 2.041 0.23 -0.05 0.20
O -2.933 1.629 1.663 -0.35 -0.13 0.18
O -1.666 -1.058 -1.526 -0.37 -0.01 0.00
N 3.283 -0.328 -0.022 0.33 0.11 0.02
N -0.630 -1.017 1.115 -0.35 -0.35 -0.12
N 0.482 -1.302 -2.118 0.10 -0.12 -0.30
N -0.725 1.743 1.190 0.28 0.01 0.11
N -1.585 1.884 -1.514 -0.24 -0.24 0.35
C 0.273 -0.333 1.847 -0.31 0.12 0.25
C -1.723 -5.484 -0.719 0.18 0.22 -0.15
C -2.029 1.924 0.907 0.00 0.31 -0.38
C -0.870 2.657 -2.345 0.13 0.43 -0.06
C -0.245 -2.013 0.139 -0.18 -0.01 0.10
C -1.088 -3.284 0.291 0.23 0.01 -0.33
C -0.284 1.001 2.358 0.21 0.37 0.13
C 1.554 -1.176 -4.178 -0.07 0.02 0.14
C -1.030 4.101 -1.890 0.01 0.04 0.00
C -0.633 -4.417 -0.636 -0.16 -0.09 0.22
C 1.892 -1.244 -1.790 0.07 0.04 0.40
C 2.569 -0.799 -3.101 0.00 -0.07 -0.10
C -1.711 4.013 -0.525 0.00 0.13 -0.05
C 1.065 1.211 4.523 0.07 0.22 0.01
C -0.524 -1.402 -1.243 0.35 -0.16 0.26
C 0.238 -0.854 -3.486 -0.26 0.13 -0.39
C 0.672 -5.047 -0.153 -0.15 0.17 -0.21
C 0.759 1.799 3.141 -0.08 -0.47 0.12
C -2.278 2.578 -0.456 -0.44 -0.05 0.13
C 2.130 -0.191 -0.699 0.49 -0.40 -0.15
C 2.330 1.858 5.086 -0.18 -0.26 -0.10
C -0.097 1.420 5.491 0.16 -0.16 -0.18
H -1.548 -0.618 0.971 0.08 0.08 0.05
H 3.812 -1.182 -0.065 -0.09 -0.03 -0.03
H 0.145 0.999 6.464 -0.03 -0.03 0.13
H 0.993 -5.827 -0.840 0.09 -0.09 -0.04
H 0.812 -2.221 0.307 -0.08 -0.01 -0.05
H 1.688 -0.603 -5.091 0.01 -0.01 -0.06
H 2.697 0.284 -3.091 0.04 0.01 0.02
H -0.478 -4.003 -1.639 0.00 -0.03 -0.02
H -2.500 4.752 -0.403 0.01 -0.03 0.07
H 2.557 1.455 6.070 0.07 0.00 0.13
H -0.064 4.601 -1.859 0.00 -0.03 -0.08
H 3.540 -1.270 -3.239 0.04 0.04 0.05
H -0.623 -1.388 -3.888 0.04 0.04 -0.01
H -1.041 -3.614 1.331 0.01 0.02 0.06
H 0.039 0.223 -3.509 -0.02 -0.20 -0.01
H -2.641 -5.062 -1.119 -0.14 0.00 -0.03
H -1.703 0.886 -1.657 0.09 -0.05 -0.11
H 3.180 1.669 4.435 0.14 0.02 -0.06
H -1.410 -6.300 -1.367 -0.01 -0.13 -0.05
H -0.983 4.160 0.273 -0.05 0.01 -0.02
H -1.650 4.614 -2.628 0.04 -0.01 -0.04
H -2.122 -3.021 0.060 -0.03 0.02 0.08
H 1.676 1.821 2.549 0.03 0.08 -0.05
H 3.405 0.239 0.803 -0.07 -0.04 -0.03
H -3.363 2.561 -0.628 0.20 0.00 0.17
H -1.178 0.821 2.966 0.12 -0.03 -0.10
H 1.619 -2.240 -4.409 0.00 -0.02 -0.04
H 2.260 -2.227 -1.470 0.04 0.11 0.03
H -1.931 -5.890 0.268 -0.05 -0.08 0.14
H 1.246 0.138 4.407 0.01 0.04 0.01
H 0.399 2.824 3.253 -0.02 0.04 -0.03
H -0.295 2.483 5.618 -0.06 0.15 0.04
H -1.005 0.943 5.134 -0.17 -0.03 0.02
H 1.469 -4.310 -0.080 0.18 0.06 0.04
H 2.197 2.934 5.178 0.01 0.16 0.03
H -0.039 1.843 0.451 -0.11 -0.06 -0.03
H 0.532 -5.493 0.829 0.01 -0.06 0.14
```
Forces are in eV/Å.